Run A
The following is a DFT calculation (ωB97M-V/def2-TZVPD) of one molecule with the formula C7H7NO3.

The value obtained for the gap between HOMO and LUMO is 9.405 eV. The HOMO energy is -9.043 eV. The calculation puts the LUMO energy at 0.0133 hartree. Its SMILES is Nc1cccc(C(=O)O)c1O. The net charge is 0. Its spin multiplicity is 1.

Each line ends with the Mulliken charge.
CARTESIAN COORDINATES (ANGSTROEM)
N 2.2767 -1.3489 0.1714  -0.687
C 1.2698 -0.2121 0.0949  0.062
C 1.5477 0.9823 0.0549  0.109
C 0.4569 1.9710 -0.1192  -0.340
C -0.8149 1.6428 -0.1294  -0.784
C -1.1695 0.3054 -0.0631  -0.027
C -2.5484 -0.1703 0.0789  0.502
O -3.4154 0.5706 0.6575  -0.622
O -2.9110 -1.3070 -0.4237  -0.389
C -0.1432 -0.6249 0.0082  0.651
O -0.3550 -1.9694 0.1479  -0.607
H 2.7986 -1.2221 1.2245  0.331
H 2.8540 -1.2467 -0.7389  0.301
H 2.7850 1.2375 0.0004  0.178
H 0.7844 3.2262 -0.1727  0.127
H -1.4814 2.3975 -0.3224  0.544
H -2.3777 -1.9158 -0.6729  0.272
H 0.4434 -2.3164 0.2039  0.379


Run B
The following is a DFT calculation (ωB97M-V/def2-TZVPD) of one molecule with the formula C7H7NO3.

The value obtained for the gap between HOMO and LUMO is 9.811 eV. The HOMO energy is -9.419 eV. The calculation puts the LUMO energy at 0.0144 hartree. Its SMILES is Cc1ccc(C(=O)O)c(O)n1. The net charge is 0. Its spin multiplicity is 1.

Each line ends with the Mulliken charge.
CARTESIAN COORDINATES (ANGSTROEM)
C 3.6120 0.0485 -0.0131  -1.097
C 2.1054 -0.1648 -0.0819  0.547
C 1.4937 -1.4463 -0.0177  -0.544
C 0.0992 -1.4662 0.0788  -0.559
C -0.6590 -0.3374 -0.0195  -0.132
C -2.1855 -0.4037 0.0008  0.527
O -2.7445 -1.4487 0.0368  -0.516
O -2.8718 0.8106 -0.1185  -0.555
C 0.0778 0.8587 -0.0280  0.954
O -0.5257 2.0234 0.1505  -0.530
N 1.4260 0.9469 -0.0175  -0.554
H 4.2157 -0.3924 -0.8510  0.301
H 3.8685 -0.4225 0.9325  0.276
H 3.9871 1.1096 0.0030  0.287
H 2.1892 -2.3165 -0.1254  0.343
H -0.2935 -2.4529 0.2630  0.453
H -2.1822 1.5405 -0.2659  0.433
H 0.1071 2.6906 0.0985  0.365


Which structure loses on stability? run A does.


Run A
The following is a DFT calculation (ωB97M-V/def2-TZVPD) of one molecule with the formula C22H21NO5.

The value obtained for the gap between HOMO and LUMO is 6.385 eV. The HOMO energy is -7.887 eV. The calculation puts the LUMO energy at -0.0552 hartree. Its SMILES is Nc1c(OC[C@@]2(CO)CC=CCC2)cc(O)c2c1C(=O)c1ccccc1C2=O. The net charge is 0. Its spin multiplicity is 1.

Each line ends with the Mulliken charge.
CARTESIAN COORDINATES (ANGSTROEM)
N 0.2349 -2.1288 1.1202  -0.405
C 0.7261 -0.7729 0.9196  0.188
C -0.1792 0.3300 0.7683  -0.089
O -1.5717 0.1163 0.6773  -0.432
C -2.4956 0.9727 0.0889  -1.824
C -3.5770 0.0425 -0.7002  1.592
C -2.8816 -1.1778 -1.6270  -1.081
O -1.7331 -0.6777 -2.2580  -0.607
C -4.6348 -0.6449 0.2737  -0.762
C -5.6438 0.3008 0.8911  -0.600
C -5.8111 1.5405 0.2806  -0.488
C -5.1806 2.0817 -0.9799  -0.531
C -4.2987 1.0367 -1.6893  -1.011
C 0.3399 1.6384 0.6537  -0.477
C 1.6924 1.7548 0.5453  0.168
O 2.1525 3.0592 0.4341  -0.678
C 2.5661 0.6420 0.5561  -0.028
C 2.1422 -0.6622 0.7086  -0.148
C 3.1964 -1.7603 0.5658  0.777
O 2.8725 -2.9205 0.9487  -0.772
C 4.5757 -1.4444 0.4614  0.207
C 5.6161 -2.4211 0.4792  -0.602
C 6.9737 -2.0770 0.3052  -0.403
C 7.3997 -0.8017 0.1330  -0.488
C 6.4877 0.2310 0.1713  -0.423
C 5.1001 -0.0570 0.3946  0.319
C 4.0432 0.9624 0.4019  0.890
O 4.4984 2.1356 0.3808  -0.848
H 0.9750 -2.8031 1.2526  0.313
H -0.6681 -2.3115 0.7105  0.123
H -2.0565 1.5448 -0.6651  0.907
H -3.1312 1.4969 0.7658  0.395
H -3.6253 -1.5410 -2.3033  0.555
H -2.6465 -1.9829 -1.0120  0.440
H -1.0201 -0.4256 -1.6209  0.289
H -4.1458 -1.2930 1.0399  0.339
H -5.2327 -1.2833 -0.4073  0.382
H -6.3417 0.0614 1.7171  0.361
H -6.6133 2.1109 0.6846  0.441
H -5.9266 2.5062 -1.7445  0.368
H -4.5982 2.8517 -0.4472  0.242
H -3.6064 1.5874 -2.3087  0.368
H -5.0353 0.4824 -2.2879  0.438
H -0.2983 2.4836 0.7081  0.684
H 3.1241 2.9817 0.1438  0.373
H 5.3976 -3.4740 0.6579  0.415
H 7.6485 -2.9358 0.1621  0.324
H 8.5225 -0.6287 0.0461  0.292
H 6.6677 1.2738 0.0035  0.506


Run B
The following is a DFT calculation (ωB97M-V/def2-TZVPD) of a 2-piece molecular cluster, C22H21NO5 overall.

The value obtained for the gap between HOMO and LUMO is 4.229 eV. The HOMO energy is -6.922 eV. The calculation puts the LUMO energy at -0.0990 hartree. The net charge is 0. Its spin multiplicity is 1.

Each line ends with the Mulliken charge.
CARTESIAN COORDINATES (ANGSTROEM)
C -1.2616 -3.8348 1.8819  -0.327
O -0.7388 -3.5688 0.5535  -0.233
C -1.4742 -2.9655 -0.3327  -0.194
C -1.1466 -3.0369 -1.7180  1.067
C -2.0441 -2.4630 -2.6488  -0.426
C -1.7366 -2.4775 -4.0050  -0.590
C -0.5666 -3.1009 -4.4629  -0.384
C 0.2678 -3.7686 -3.5490  -0.484
C -0.0215 -3.7718 -2.1875  -0.446
H -0.5139 -4.4829 2.3617  0.272
H -1.3470 -2.8789 2.4190  -0.016
H -2.2310 -4.3535 1.8363  0.363
H -2.4123 -2.4866 -0.0216  0.308
H -2.9627 -2.0143 -2.2725  0.359
H -2.3972 -1.9786 -4.7136  0.383
H -0.3057 -3.0733 -5.5258  0.392
H 1.1633 -4.2732 -3.9096  0.383
H 0.5845 -4.3225 -1.4684  0.420
C -1.2924 -0.2936 4.1064  -1.600
C -0.7030 0.3475 2.8537  1.378
C -0.1498 1.7352 3.1257  -1.368
O 0.3443 -0.5486 2.3770  -0.350
C 0.8429 -0.2696 1.1189  0.430
O 2.0043 -0.5329 0.8478  -0.744
C -0.0550 0.3557 0.1849  1.504
C 0.5158 0.9696 -1.0214  -2.253
C 1.2435 2.3189 -0.8174  0.292
C 2.6115 2.3408 -0.5485  -0.130
C 3.2879 3.5519 -0.4387  -0.846
C 2.6026 4.7562 -0.5877  0.532
C 3.3081 6.0149 -0.4777  0.029
N 3.8755 7.0294 -0.3682  -0.548
C 1.2310 4.7364 -0.8391  -0.829
C 0.5549 3.5260 -0.9625  -0.071
C -1.3932 0.7133 0.5768  0.321
O -2.1686 1.2876 -0.1668  -0.751
O -1.7738 0.3979 1.8659  -0.365
H -1.6957 -1.2822 3.8899  0.253
H -0.5238 -0.3919 4.8712  0.354
H -2.0951 0.3267 4.5015  0.395
H 0.2664 2.1842 2.2176  0.136
H -0.9522 2.3699 3.5172  0.405
H 0.6301 1.6622 3.8909  0.401
H 1.2556 0.2579 -1.4236  0.399
H -0.3125 1.1395 -1.7251  0.489
H 3.1430 1.3996 -0.4252  0.429
H 4.3577 3.5624 -0.2469  0.415
H 0.6956 5.6756 -0.9532  0.416
H -0.5114 3.5108 -1.1802  0.427


Which structure loses on stability? run A does.


Run A
The following is a DFT calculation (ωB97M-V/def2-TZVPD) of one molecule with the formula C3H4OS3.

The value obtained for the gap between HOMO and LUMO is 7.658 eV. The HOMO energy is -8.904 eV. The calculation puts the LUMO energy at -0.0458 hartree. Its SMILES is CSC(=S)C(O)=S. The net charge is 0. Its spin multiplicity is 1.

Each line ends with the Mulliken charge.
CARTESIAN COORDINATES (ANGSTROEM)
C -0.0802 -1.5353 -1.7053  -0.878
S -0.1031 0.1938 -1.2741  0.067
C -0.1283 0.1269 0.5219  0.216
S -0.3086 -1.1766 1.4192  -0.228
C 0.1851 1.4271 1.1882  0.139
O -0.5575 1.6713 2.2669  -0.363
S 1.3906 2.4595 0.7062  -0.235
H 0.8944 -2.0111 -1.5227  0.331
H -0.9249 -2.1478 -1.3260  0.324
H -0.1360 -1.5196 -2.8596  0.297
H -0.2314 2.5118 2.5853  0.330


Run B
The following is a DFT calculation (ωB97M-V/def2-TZVPD) of a 2-piece molecular cluster, C3H4OS3 overall.

The value obtained for the gap between HOMO and LUMO is 8.317 eV. The HOMO energy is -8.574 eV. The calculation puts the LUMO energy at -0.0094 hartree. The net charge is 0. Its spin multiplicity is 1.

Each line ends with the Mulliken charge.
CARTESIAN COORDINATES (ANGSTROEM)
C 2.1758 -0.3235 -0.0244  0.801
C -0.3601 -0.5271 0.1453  -0.115
C -1.0344 0.6104 -0.5499  -0.621
O 2.3536 -1.4583 -0.0649  -0.351
S 2.2211 1.2116 -0.0302  -0.399
S -1.2482 -1.9157 0.0768  -0.154
S -1.4592 1.5498 1.0795  -0.131
H -1.9576 0.2860 -1.0046  0.433
H -0.4032 1.2264 -1.2419  0.234
H -0.1168 -2.5760 0.3786  0.162
H -0.1712 1.9164 1.2356  0.141


Which structure loses on stability? run B does.


Run A
The following is a DFT calculation (ωB97M-V/def2-TZVPD) of one molecule with the formula C4H5OP.

The value obtained for the gap between HOMO and LUMO is 8.323 eV. The HOMO energy is -9.054 eV. The calculation puts the LUMO energy at -0.0269 hartree. Its SMILES is C=C=CCP=O. The net charge is 0. Its spin multiplicity is 1.

Each line ends with the Mulliken charge.
CARTESIAN COORDINATES (ANGSTROEM)
C 0.7916 1.6512 -0.4967  -0.787
C 0.1374 0.6730 0.0995  0.387
C -0.5062 -0.4595 0.1772  -0.473
C -1.5608 -0.4278 -0.9938  -0.670
P -3.1847 -0.1305 -0.0072  0.359
O -3.6866 -1.2958 0.7012  -0.411
H 1.8473 1.8316 -0.4514  0.312
H 0.1849 2.5961 -0.3162  0.228
H -0.8428 -1.2927 0.9603  0.321
H -1.2574 0.3471 -1.7575  0.370
H -1.5644 -1.3027 -1.6586  0.364


Run B
The following is a DFT calculation (ωB97M-V/def2-TZVPD) of C4H5OP as an isolated structure.

The value obtained for the gap between HOMO and LUMO is 7.263 eV. The HOMO energy is -8.129 eV. The calculation puts the LUMO energy at -0.0318 hartree. The net charge is 0. Its spin multiplicity is 1.

Each line ends with the Mulliken charge.
CARTESIAN COORDINATES (ANGSTROEM)
C -0.8620 1.1975 0.5910  -0.543
C 0.1175 1.3102 -0.3243  -0.365
C -0.6666 -0.2163 0.8133  -0.356
C 0.5220 -0.1507 -0.1791  -0.510
O 1.8771 -2.2937 -1.7146  -0.370
P 0.4734 -1.9250 -1.6462  0.470
H -1.5328 1.9361 0.9188  0.438
H 0.6781 1.8877 -0.9678  0.478
H -0.6281 -0.5761 1.8893  0.268
H -1.5217 -0.7333 0.4482  0.185
H 1.5431 -0.4364 0.1714  0.304


Which structure loses on stability? run A does.